[1]
Entry from the OMol25 dataset: 2 unconnected molecules or ions with the total composition C26H42N5O10PS2 at a distorted geometry (ωB97M-V/def2-TZVPD).

Each line ends with the Mulliken charge.
CARTESIAN COORDINATES (ANGSTROEM)
C (1.084, -4.090, -1.873)  -0.9702
C (1.569, -4.930, -0.712)  0.0331
O (1.040, -5.982, -0.477)  -0.5617
N (2.676, -4.430, 0.026)  0.1004
C (3.477, -5.519, 0.589)  -1.2043
C (2.214, -3.538, 1.123)  -0.7768
C (3.252, -2.441, 1.430)  -1.4329
C (2.772, -1.007, 1.158)  -0.7002
C (2.018, -0.892, -0.178)  -0.1635
C (2.188, 0.408, -0.965)  1.2869
C (3.651, 0.837, -1.053)  -2.0043
O (1.916, -0.029, -2.358)  -0.3984
C (1.300, 1.005, -3.000)  -0.2006
O (1.580, 1.434, -4.058)  -0.5893
C (0.181, 1.404, -2.007)  0.7218
C (-0.807, 0.256, -1.951)  0.0007
C (-1.328, -0.179, -3.339)  -0.7218
C (-1.389, -1.672, -3.448)  0.1882
O (-2.162, -2.313, -2.800)  -0.5523
O (-0.551, -2.259, -4.339)  -0.5292
N (-0.312, 2.721, -2.353)  -0.0940
C (-1.546, 3.017, -2.542)  0.9767
C (-2.631, 2.972, -1.501)  -0.8933
C (-1.946, 3.544, -3.898)  -1.4074
C (1.132, 1.554, -0.731)  2.0981
C (0.202, 1.420, 0.490)  -2.0580
C (0.820, 1.698, 1.871)  -1.1226
C (-0.003, 1.083, 3.002)  -0.9664
S (-1.778, 1.412, 2.745)  -0.1954
C (-2.435, -0.154, 2.296)  0.3111
S (-3.366, -0.302, 0.987)  -0.1090
N (-2.168, -1.295, 3.106)  0.2198
C (-1.118, -2.151, 2.897)  -0.3533
C (-1.243, -3.125, 3.863)  -0.6077
N (-2.331, -2.857, 4.640)  -0.6839
C (-2.879, -1.754, 4.186)  -0.1634
P (1.833, 3.238, -0.631)  0.7568
O (2.946, 3.340, 0.341)  -0.8711
O (2.395, 3.677, -2.058)  -0.6124
O (0.664, 4.223, -0.136)  -0.4921
H (0.148, -3.598, -1.606)  0.2431
H (1.837, -3.343, -2.117)  0.5229
H (0.954, -4.732, -2.741)  0.5620
H (4.146, -5.132, 1.354)  0.4445
H (2.871, -6.298, 1.054)  0.3682
H (4.096, -5.949, -0.195)  0.3581
H (1.213, -3.154, 0.937)  0.3845
H (2.137, -4.164, 2.016)  0.7406
H (3.521, -2.515, 2.485)  0.4242
H (4.165, -2.630, 0.866)  0.5543
H (3.606, -0.316, 1.250)  0.5428
H (2.083, -0.765, 1.970)  -0.0019
H (0.971, -1.108, 0.027)  -0.3590
H (2.352, -1.696, -0.833)  0.4187
H (4.218, -0.084, -1.211)  0.3970
H (4.021, 1.279, -0.135)  0.4539
H (3.821, 1.455, -1.928)  0.4725
H (-1.668, 0.448, -1.317)  -0.4559
H (-0.319, -0.604, -1.499)  -0.1641
H (-2.363, 0.155, -3.426)  0.4268
H (-0.798, 0.262, -4.181)  0.5639
H (-0.013, -2.931, -3.903)  0.3615
H (-2.636, 2.075, -0.882)  -0.0282
H (-3.605, 3.030, -1.987)  0.4373
H (-2.570, 3.845, -0.851)  0.3093
H (-1.207, 4.292, -4.185)  0.3452
H (-2.914, 4.043, -3.876)  0.4575
H (-1.956, 2.739, -4.629)  0.2578
H (-0.280, 0.445, 0.504)  0.1361
H (-0.567, 2.177, 0.349)  1.3025
H (1.860, 1.390, 1.953)  0.5377
H (0.838, 2.778, 2.012)  0.5736
H (0.156, 0.006, 3.038)  0.1672
H (0.281, 1.505, 3.961)  0.6400
H (-0.380, -2.053, 2.122)  0.7269
H (-0.600, -3.979, 3.984)  0.4369
H (-3.754, -1.254, 4.561)  0.4032
H (3.093, 4.322, -1.877)  0.4109
H (1.120, 5.047, 0.089)  0.3826
C (-5.824, 4.007, 3.489)  -0.7555
N (-5.186, 3.575, 2.215)  0.8064
O (-5.140, 4.375, 1.304)  -0.5269
O (-4.753, 2.443, 2.176)  -0.4088
H (-6.159, 5.030, 3.374)  0.2937
H (-6.658, 3.338, 3.677)  0.2967
H (-5.075, 3.922, 4.270)  0.2811

The value obtained for the HOMO energy is -0.3038 hartree. The gap between HOMO and LUMO is 7.3 eV. Its SMILES is CC(=O)N(C)CCCC[C@@]1(C)OC(=O)[C@](CCC(=O)O)(N=C(C)C)[C@]1(CCCSC(=S)n1ccnc1)P(=O)(O)O.C[N+](=O)[O-]. The calculation puts the LUMO energy at -0.98 eV. For the largest force on an atom, the calculation gives 0.0580 Eh/bohr. The total energy is -3179.75077 hartree. As for the charge: 0.

---

[2]
Entry from the OMol25 dataset: a molecular structure, C20H24CrF5NO2P2Te at a distorted geometry (ωB97M-V/def2-TZVPD).

Each line ends with the natural charge from an NBO analysis.
CARTESIAN COORDINATES (ANGSTROEM)
C (3.390, -2.655, -0.762)  -0.1988
C (2.594, -1.544, -1.029)  -0.0835
C (1.185, -1.772, -1.004)  0.2115
C (0.690, -2.763, -0.117)  -0.1049
C (1.511, -3.861, 0.194)  -0.1876
C (2.839, -3.842, -0.234)  -0.2107
C (-0.608, -2.391, 0.467)  -0.2843
C (-1.533, -2.130, -0.650)  -0.0540
C (-1.021, -1.157, -1.549)  0.2205
C (-1.951, -0.276, -2.184)  -0.0464
C (-3.241, -0.770, -2.386)  -0.1974
C (-3.652, -1.978, -1.783)  -0.1835
C (-2.838, -2.605, -0.847)  -0.1898
H (4.460, -2.595, -0.927)  0.2234
H (1.088, -4.728, 0.716)  0.2312
H (3.461, -4.724, -0.114)  0.2312
H (-0.989, -3.037, 1.261)  0.2641
H (-3.928, -0.199, -2.993)  0.2249
H (-4.634, -2.377, -2.025)  0.2330
H (-3.185, -3.494, -0.309)  0.2341
N (0.331, -0.965, -1.715)  -0.5215
Cr (0.002, 0.513, 0.901)  0.9200
C (3.089, -0.136, -1.128)  -0.6813
H (2.754, 0.355, -2.063)  0.2590
H (4.186, -0.071, -1.063)  0.2546
C (-1.523, 1.156, -2.406)  -0.7253
H (-0.612, 1.204, -3.040)  0.2685
H (-2.324, 1.752, -2.869)  0.2599
P (2.325, 0.887, 0.251)  0.9055
P (-1.044, 1.940, -0.804)  1.0431
C (-2.608, 2.545, -0.111)  -0.9538
H (-2.403, 3.170, 0.769)  0.2536
H (-3.143, 3.129, -0.872)  0.2516
H (-3.208, 1.689, 0.217)  0.2789
C (-0.202, 3.457, -1.331)  -0.9558
H (-0.925, 4.097, -1.852)  0.2670
H (0.194, 3.994, -0.460)  0.2469
H (0.618, 3.203, -2.011)  0.2499
C (3.233, 0.387, 1.760)  -0.9430
H (4.319, 0.397, 1.583)  0.2590
H (2.983, 1.082, 2.576)  0.2435
H (2.910, -0.622, 2.050)  0.2527
C (2.990, 2.560, -0.069)  -0.9357
H (2.648, 3.251, 0.714)  0.2468
H (4.090, 2.530, -0.068)  0.2633
H (2.640, 2.923, -1.042)  0.2485
C (0.248, 2.175, 1.882)  0.5225
O (0.471, 3.173, 2.429)  -0.3881
H (-0.360, -1.265, 0.981)  -0.0080
F (-2.027, -1.852, 3.358)  -0.5867
Te (-2.211, 0.038, 3.274)  3.3659
F (-4.065, -0.141, 2.946)  -0.5732
F (-0.313, 0.173, 3.642)  -0.6262
F (-2.365, 1.928, 3.249)  -0.6070
F (-2.472, 0.128, 5.152)  -0.5472
O (-1.863, 0.113, 1.445)  -1.1411

The value obtained for the HOMO energy (spin up / spin down) is -0.3721 / -0.3616 hartree. The gap between HOMO and LUMO (spin up / spin down) is 4.8 / 4.2 eV. The multiplicity is 4. The calculation puts the LUMO energy (spin up / spin down) at -5.28 / -5.67 eV. For the largest force on an atom, the calculation gives 0.1004 Eh/bohr. The total energy is -3475.99422 hartree. As for the charge: +1.

---

[3]
Entry from the OMol25 dataset: a molecular structure, C31H18IrN7O11S3 at a distorted geometry (ωB97M-V/def2-TZVPD).

Each line ends with the Mulliken charge.
CARTESIAN COORDINATES (ANGSTROEM)
Ir (-0.151, -0.140, 0.240)  1.8172
O (-5.391, -5.673, -0.803)  -0.6454
N (-4.491, -5.127, -1.444)  1.0229
O (-4.248, -5.419, -2.615)  -0.6328
C (-3.711, -4.156, -0.774)  -0.6881
C (-3.966, -3.990, 0.580)  -0.5397
C (-3.203, -3.129, 1.376)  1.1304
C (-3.436, -2.963, 2.764)  -0.9687
C (-2.627, -2.132, 3.490)  -1.0370
C (-1.597, -1.452, 2.831)  0.0312
N (-1.372, -1.579, 1.536)  -0.3656
C (-2.140, -2.389, 0.796)  -0.3604
C (-1.920, -2.482, -0.624)  0.8048
N (-0.991, -1.682, -1.166)  -0.3964
C (-0.768, -1.696, -2.463)  -0.3558
C (-1.471, -2.534, -3.320)  -0.8502
C (-2.445, -3.357, -2.801)  -0.5307
C (-2.700, -3.365, -1.419)  0.7779
H (-4.770, -4.563, 1.019)  0.5523
H (-4.252, -3.498, 3.226)  0.4549
H (-2.766, -1.985, 4.551)  0.4868
H (-0.944, -0.783, 3.371)  0.1789
H (-0.027, -1.006, -2.834)  0.5084
H (-1.267, -2.523, -4.377)  0.4244
H (-3.029, -3.991, -3.445)  0.5393
O (-2.446, 0.458, 0.156)  -0.5747
N (-2.701, 1.654, 0.563)  0.6155
C (-3.879, 1.910, 1.155)  0.1365
C (-4.190, 3.163, 1.613)  -1.0647
C (-3.257, 4.188, 1.493)  -0.1596
C (-2.048, 3.916, 0.894)  -1.4158
C (-1.782, 2.643, 0.409)  0.3333
S (-0.350, 2.279, -0.488)  -0.4131
H (-4.554, 1.071, 1.215)  0.4964
H (-5.148, 3.344, 2.062)  0.3717
H (-3.486, 5.179, 1.845)  0.4983
H (-1.280, 4.663, 0.792)  0.4874
O (-6.194, 4.591, -2.659)  -0.7287
S (-5.307, 4.245, -1.583)  1.2929
O (-5.909, 4.105, -0.285)  -0.6135
N (-4.412, 2.907, -1.964)  -0.5736
C (-3.175, 3.223, -2.178)  0.2621
S (-2.025, 2.086, -2.673)  -0.3825
C (-2.812, 4.639, -1.968)  0.3438
C (-1.581, 5.257, -2.133)  -0.3330
C (-1.486, 6.614, -1.857)  -0.6658
C (-2.592, 7.336, -1.427)  -0.4282
C (-3.830, 6.719, -1.280)  -0.6948
C (-3.912, 5.378, -1.558)  0.0462
H (-0.734, 4.685, -2.475)  0.4338
H (-0.533, 7.111, -1.980)  0.3926
H (-2.493, 8.393, -1.223)  0.4018
H (-4.701, 7.270, -0.960)  0.4601
O (3.429, -2.212, 1.405)  -0.7209
C (2.500, -1.427, 1.448)  0.2346
O (1.809, -1.058, 0.447)  -0.8107
C (2.143, -0.802, 2.805)  0.5368
C (1.389, 0.357, 2.876)  -0.3495
C (1.100, 0.940, 4.115)  -0.1755
C (1.585, 0.378, 5.288)  -0.4184
C (2.336, -0.784, 5.204)  -0.2717
C (2.624, -1.381, 3.973)  -0.3436
N (2.817, -1.386, 6.414)  1.0493
O (2.516, -0.860, 7.475)  -0.6306
O (3.498, -2.393, 6.322)  -0.6187
N (0.279, 2.101, 4.162)  0.8556
O (0.245, 2.757, 5.196)  -0.6315
O (-0.375, 2.372, 3.154)  -0.4988
H (1.030, 0.853, 1.972)  0.6942
H (1.374, 0.829, 6.246)  0.6071
H (3.220, -2.280, 3.932)  0.6088

The value obtained for the HOMO energy (spin up / spin down) is -0.1336 / -0.1345 hartree. The calculation puts the energy above the lowest of the compared OMol25 structures with the same formula, charge and spin at 109.8 kcal/mol. The gap between HOMO and LUMO (spin up / spin down) is 3.5 / 3.5 eV. The multiplicity is 2. The calculation puts the LUMO energy (spin up / spin down) at -0.18 / -0.19 eV. For the largest force on an atom, the calculation gives 0.0622 Eh/bohr. The total energy is -3701.69936 hartree. As for the charge: -1.

---

[4]
Entry from the OMol25 dataset: a molecular structure, C25H12Br2CsF15GeN3O2S at a distorted geometry (ωB97M-V/def2-TZVPD).

Each line ends with the Mulliken charge.
CARTESIAN COORDINATES (ANGSTROEM)
Cs (-1.364, 2.372, 0.341)  1.3457
Br (-4.077, 4.477, 3.472)  -0.1963
C (-2.255, 4.810, 2.839)  0.4773
Br (-0.987, 3.494, 3.506)  -0.2210
H (-1.973, 5.760, 3.267)  0.3381
H (-2.238, 4.765, 1.684)  -0.3911
C (-1.526, -3.290, 2.742)  -0.7251
N (-2.409, -2.171, 3.046)  0.1326
C (-3.485, -2.302, 3.852)  -0.0799
C (-4.313, -1.272, 4.106)  -0.8252
C (-3.996, -0.040, 3.445)  0.8432
N (-2.955, 0.113, 2.666)  -0.1626
C (-2.080, -0.922, 2.465)  0.0802
O (-1.053, -0.839, 1.819)  -0.4922
N (-4.804, 1.032, 3.611)  -0.2719
H (-1.987, -4.203, 3.115)  0.2980
H (-0.550, -3.153, 3.205)  0.2097
H (-1.387, -3.363, 1.668)  0.1117
H (-3.639, -3.284, 4.279)  0.3236
H (-5.170, -1.383, 4.753)  0.3064
H (-5.523, 1.015, 4.310)  0.1977
H (-4.472, 1.928, 3.287)  0.0767
C (-3.023, 5.721, -0.322)  -0.8394
O (-2.210, 4.680, 0.117)  -1.0168
H (-2.877, 5.948, -1.390)  0.2338
H (-2.850, 6.678, 0.210)  0.2242
H (-4.099, 5.505, -0.202)  0.2293
F (1.381, 2.067, -0.149)  -0.3652
C (2.112, 2.150, -1.283)  0.2488
C (2.082, 1.117, -2.207)  -0.3113
C (2.833, 1.330, -3.348)  0.5203
F (2.881, 0.435, -4.350)  -0.2995
C (3.583, 2.475, -3.553)  -0.0325
F (4.297, 2.633, -4.674)  -0.3088
C (3.592, 3.463, -2.595)  0.7526
F (4.314, 4.572, -2.778)  -0.3212
C (2.847, 3.304, -1.444)  -0.0542
F (2.845, 4.266, -0.517)  -0.2984
Ge (0.844, -0.433, -1.887)  0.7148
S (-1.159, 0.163, -1.908)  -0.7225
C (1.417, -1.837, -3.186)  -0.4915
C (0.568, -2.483, -4.074)  -0.1493
F (-0.725, -2.180, -4.179)  -0.3435
C (1.003, -3.500, -4.907)  0.1042
F (0.155, -4.110, -5.744)  -0.3156
C (2.320, -3.904, -4.866)  0.6762
F (2.748, -4.892, -5.659)  -0.3180
C (3.196, -3.288, -3.996)  0.1284
F (4.477, -3.674, -3.959)  -0.3162
C (2.728, -2.273, -3.187)  0.8578
F (3.639, -1.694, -2.381)  -0.4057
C (1.564, -1.370, -0.271)  0.0221
C (2.616, -0.995, 0.542)  0.4202
F (3.297, 0.145, 0.335)  -0.3201
C (3.068, -1.765, 1.599)  0.1489
F (4.088, -1.355, 2.363)  -0.3473
C (2.481, -2.986, 1.848)  0.8049
F (2.917, -3.754, 2.853)  -0.3486
C (1.447, -3.417, 1.046)  -0.1121
F (0.887, -4.614, 1.279)  -0.4112
C (0.996, -2.600, 0.028)  0.5436
F (-0.038, -3.075, -0.683)  -0.5570

The value obtained for the HOMO energy is -0.1891 hartree. The calculation puts the energy above the lowest of the compared OMol25 structures with the same formula, charge and spin at 25.7 kcal/mol. The gap between HOMO and LUMO is 7.0 eV. The calculation puts the LUMO energy at 1.90 eV. For the largest force on an atom, the calculation gives 0.0354 Eh/bohr. The total energy is -10415.95475 hartree. As for the charge: -1.